Here is a single C4H12N2O molecule in a non-equilibrium geometry from the OMol25 dataset. Energies are from the ωB97M-V functional and the def2-TZVPD basis.

Last column: Mulliken charge in e.
Positions of all 19 atoms, in Å:
C1 1.0452 -0.2211 -2.1155  -1.0200
C2 0.2790 0.2448 -0.7400  0.2967
C3 1.1523 1.0962 0.1926  -0.7462
N1 0.6848 1.3449 1.5347  -0.6891
N2 -0.4379 -0.7396 0.0262  -0.2011
C4 -1.8557 -0.8721 0.4575  -0.5464
O1 -1.7254 -0.9085 1.9858  -0.5080
H1 0.5160 -0.2168 -3.1262  0.2876
H2 2.0675 0.1556 -2.0303  0.3209
H3 1.0023 -1.3033 -1.9422  0.2649
H4 -0.6823 0.7677 -1.0853  0.1854
H5 1.9839 0.4067 0.3242  0.3888
H6 1.4799 2.0612 -0.1110  0.3565
H7 1.5666 1.6547 2.1087  0.2609
H8 0.3404 0.4184 2.0154  0.2330
H9 0.0495 -1.6344 -0.0309  0.1661
H10 -2.4414 -1.8112 0.0920  0.2372
H11 -2.4571 -0.0453 0.2230  0.4033
H12 -2.5677 -0.3980 2.2212  0.3097

Output
energy relative to the best compared isomer or geometry (same formula, charge and spin) = 346.0 kJ/mol
E_tot = -344.25323 a.u.
SMILES = C[C@H](CN)NCO
spin multiplicity = 1
LUMO = 1.02 eV
max |F| = 5.386 eV/A